(1)
Entry from the OMol25 dataset: a gas-phase ion, C6H9IN (charge +1) at a distorted geometry (ωB97M-V with the def2-TZVPD basis set).

Each line ends with the Löwdin spin population.
Geometry (Å):
1 C -0.3697 0.4845 -0.2394  0.09
2 C 0.3894 0.5807 -1.3947  0.96
3 C 0.7455 -0.1291 0.5877  0.02
4 C -1.8651 0.9863 0.1365  0.51
5 C -2.2281 0.9405 1.5595  0.08
6 C 1.7779 -1.4344 -1.3478  0.02
7 N 1.5263 -0.1558 -0.7312  0.11
8 I -2.9306 1.7647 -1.4047  0.14
9 H 1.1408 0.3536 1.4341  0.00
10 H 0.5740 -1.2475 1.0530  0.00
11 H -3.1553 1.4778 1.7082  0.00
12 H -1.3505 1.3198 1.9984  0.02
13 H -2.3665 -0.1447 1.8270  0.03
14 H 2.5502 -1.9901 -0.7204  0.00
15 H 0.8275 -2.0193 -1.3700  0.00
16 H 2.2736 -1.2429 -2.3728  0.00
17 H 2.4606 0.4558 -0.7234  0.01

Forces on the atoms, in the same order (eV/Å):
C -4.846 2.542 -0.208
C -0.517 -0.976 3.422
C -1.617 -3.635 -0.674
C 4.894 -1.681 -1.959
C -0.990 -1.779 -1.253
C 2.027 -2.072 -0.636
N 2.928 2.849 -0.364
I -0.048 -0.016 0.034
H 0.941 1.426 0.463
H 0.218 2.444 -1.773
H 0.107 0.200 0.558
H 0.624 0.695 1.610
H 0.027 0.968 0.157
H -1.033 0.599 -0.796
H 0.834 0.541 -0.304
H -1.196 -0.473 1.521
H -2.352 -1.633 0.203

Summary:
**Energy relative to the best compared isomer or geometry (same formula, charge and spin)**: 22.8 kcal per mole
**⟨S²⟩**: 2.05
**Strongest force on any atom**: 5.533 eV/A
**Spin multiplicity**: 3
**Net charge**: +1
**HOMO (alpha / beta)**: -11.400 / -13.237 eV
**Orbital gap (alpha / beta)**: 8.2 / 6.8 eV



(2)
Entry from the OMol25 dataset: a molecular structure, C48H34CaN6 at a distorted geometry (ωB97M-V with the def2-TZVPD basis set).

Each line ends with the Löwdin charge.
Geometry (Å):
1 Ca -0.0428 -0.0027 0.1813  1.38
2 C 5.3884 -5.4704 -1.0719  -0.09
3 C 5.4102 -4.6208 0.0255  -0.08
4 C 4.4318 -3.6509 0.1760  -0.04
5 C 3.4133 -3.5170 -0.7660  -0.22
6 C 3.4021 -4.3731 -1.8639  -0.04
7 C 4.3823 -5.3426 -2.0167  -0.08
8 C 2.3628 -2.4660 -0.6166  -0.05
9 C 2.8417 -1.1336 -0.6785  -0.24
10 C 4.1842 -0.7101 -1.0567  0.00
11 C 4.1863 0.6473 -1.0879  0.00
12 C 2.8449 1.0884 -0.7341  -0.24
13 C 2.3689 2.4227 -0.7478  -0.06
14 C 3.4185 3.4660 -0.9715  -0.23
15 C 3.5581 4.0635 -2.2198  -0.04
16 C 4.5331 5.0263 -2.4389  -0.08
17 C 5.3814 5.4040 -1.4098  -0.10
18 C 5.2505 4.8127 -0.1608  -0.08
19 C 4.2767 3.8500 0.0556  -0.03
20 C 1.0400 2.9052 -0.6460  -0.24
21 N -0.0591 2.1449 -0.4822  -0.04
22 C -1.1762 2.9031 -0.5404  -0.23
23 C -2.5085 2.4243 -0.4987  -0.05
24 C -3.5640 3.4812 -0.6027  -0.23
25 C -3.8113 4.1102 -1.8187  -0.04
26 C -4.7895 5.0889 -1.9229  -0.08
27 C -5.5339 5.4497 -0.8106  -0.10
28 C -5.2958 4.8260 0.4063  -0.08
29 C -4.3190 3.8476 0.5087  -0.03
30 C -2.9954 1.0925 -0.4217  -0.24
31 C -4.3771 0.6625 -0.5570  0.00
32 C -4.3835 -0.6959 -0.5020  0.00
33 C -3.0051 -1.1277 -0.3293  -0.24
34 N -2.2408 -0.0160 -0.2737  -0.04
35 C -2.5233 -2.4631 -0.3054  -0.05
36 C -1.1863 -2.9428 -0.3382  -0.24
37 C -0.7547 -4.3328 -0.3570  0.00
38 C 0.5988 -4.3331 -0.4467  0.00
39 C 1.0294 -2.9443 -0.4839  -0.24
40 N -0.0758 -2.1758 -0.4025  -0.04
41 C -3.5804 -3.5199 -0.2982  -0.22
42 C -3.7190 -4.3887 -1.3780  -0.04
43 C -4.7036 -5.3655 -1.3800  -0.08
44 C -5.5660 -5.4874 -0.3011  -0.09
45 C -5.4394 -4.6246 0.7784  -0.08
46 C -4.4561 -3.6476 0.7783  -0.04
47 C -0.7526 4.2856 -0.7218  0.00
48 C 0.6015 4.2865 -0.7872  0.00
49 N 2.1091 -0.0147 -0.4775  -0.04
50 H 6.1532 -6.2266 -1.1917  0.10
51 H 6.1923 -4.7156 0.7678  0.10
52 H 4.4465 -2.9859 1.0306  0.12
53 H 2.6208 -4.2672 -2.6062  0.12
54 H 4.3620 -5.9953 -2.8800  0.10
55 H 5.0051 -1.3623 -1.3071  0.11
56 H 5.0092 1.2873 -1.3636  0.11
57 H 2.8956 3.7657 -3.0232  0.12
58 H 4.6304 5.4796 -3.4170  0.10
59 H 6.1419 6.1547 -1.5807  0.10
60 H 5.9096 5.1031 0.6473  0.10
61 H 4.1735 3.3854 1.0287  0.12
62 H -3.2300 3.8254 -2.6870  0.12
63 H -4.9714 5.5678 -2.8764  0.10
64 H -6.2967 6.2130 -0.8916  0.10
65 H -5.8727 5.1035 1.2790  0.10
66 H -4.1307 3.3584 1.4566  0.12
67 H -5.2293 1.3055 -0.7075  0.11
68 H -5.2421 -1.3398 -0.6027  0.11
69 H -1.3963 -5.1966 -0.3040  0.11
70 H 1.2406 -5.1976 -0.4791  0.11
71 H -3.0497 -4.2879 -2.2233  0.12
72 H -4.8005 -6.0290 -2.2296  0.10
73 H -6.3343 -6.2494 -0.3024  0.10
74 H -6.1083 -4.7144 1.6246  0.10
75 H -4.3566 -2.9732 1.6200  0.12
76 H -1.4037 5.1408 -0.8020  0.11
77 H 1.2411 5.1423 -0.9300  0.11
78 C 1.6088 0.4917 5.8144  -0.01
79 N 0.7250 0.2153 4.6994  -0.13
80 C -0.5770 -0.2139 4.7702  -0.06
81 C -1.0026 -0.3457 3.4818  -0.13
82 N 0.0098 0.0077 2.6313  -0.04
83 C 1.0291 0.3378 3.3905  -0.15
84 H 1.0762 0.3016 6.7421  0.09
85 H 1.9254 1.5335 5.7989  0.09
86 H 2.4849 -0.1539 5.7741  0.09
87 H -1.0657 -0.3882 5.7119  0.12
88 H -1.9637 -0.6618 3.1130  0.10
89 H 1.9953 0.6620 3.0370  0.14

Forces on the atoms, in the same order (eV/Å):
Ca 0.068 -0.010 1.098
C 0.032 0.003 0.034
C 0.048 -0.037 0.006
C -0.063 0.020 -0.031
C -0.026 0.000 -0.039
C 0.030 -0.045 -0.025
C -0.036 -0.002 -0.042
C 0.114 -0.154 0.020
C 0.077 0.103 -0.045
C -0.022 -0.040 0.008
C -0.011 0.027 0.024
C 0.082 -0.061 -0.036
C 0.137 0.165 0.036
C -0.026 -0.004 -0.029
C 0.009 0.055 -0.029
C -0.032 -0.008 -0.044
C 0.027 0.004 0.040
C 0.046 0.037 0.004
C -0.041 -0.062 -0.040
C 0.109 0.078 -0.122
N -0.114 -0.729 -0.248
C -0.030 0.048 -0.078
C -0.127 0.194 0.024
C -0.012 -0.042 -0.026
C -0.012 0.041 -0.017
C 0.023 -0.008 -0.045
C -0.018 0.005 0.039
C -0.042 0.037 0.009
C 0.044 -0.064 -0.036
C -0.049 -0.015 0.001
C -0.027 0.010 -0.002
C -0.025 -0.014 0.009
C -0.054 0.040 -0.059
N 0.637 -0.002 -0.166
C -0.108 -0.208 0.020
C -0.072 -0.025 -0.086
C -0.093 0.006 0.060
C 0.076 -0.020 0.039
C 0.097 -0.012 -0.041
N -0.026 0.667 -0.331
C -0.004 0.044 -0.034
C -0.022 -0.015 -0.007
C 0.018 -0.004 -0.031
C -0.017 0.000 0.025
C -0.040 -0.025 0.015
C 0.048 0.022 -0.031
C -0.104 0.001 0.030
C 0.089 0.023 0.025
N -0.604 -0.030 -0.114
H 0.009 -0.002 0.009
H 0.007 0.000 0.008
H 0.008 0.000 0.013
H -0.003 0.006 -0.003
H 0.001 -0.006 -0.006
H 0.006 -0.010 -0.001
H 0.003 0.013 0.000
H -0.007 -0.007 -0.002
H 0.003 0.004 -0.007
H 0.008 0.004 0.009
H 0.006 0.003 0.008
H 0.005 0.001 0.011
H 0.004 -0.007 -0.004
H -0.002 0.002 -0.008
H -0.009 0.005 0.008
H -0.006 0.003 0.009
H -0.005 0.001 0.011
H -0.001 0.022 -0.001
H -0.003 -0.018 -0.004
H -0.004 -0.014 0.016
H 0.015 -0.016 0.015
H -0.001 0.005 -0.008
H 0.001 -0.004 -0.007
H -0.008 -0.004 0.006
H -0.006 0.002 0.009
H -0.002 0.001 0.010
H -0.011 0.010 0.012
H 0.018 0.011 0.008
C 0.082 0.035 0.052
N -0.014 0.049 -0.113
C -0.056 -0.091 -0.043
C -0.072 0.045 0.195
N 0.110 0.011 -0.096
C -0.001 -0.039 0.122
H -0.006 -0.003 -0.012
H -0.001 -0.012 0.012
H -0.012 0.008 0.009
H -0.005 -0.008 0.012
H -0.021 0.000 0.008
H 0.016 0.005 0.010

Summary:
**Energy relative to the best compared isomer or geometry (same formula, charge and spin)**: 0.0 kcal per mole
**Strongest force on any atom**: 1.100 eV/A
**Net charge**: 0
**HOMO**: -6.341 eV
**Orbital gap**: 5.6 eV



(3)
Entry from the OMol25 dataset: 3 unconnected molecules or ions with the total composition C5H12O2 at a distorted geometry (ωB97M-V with the def2-TZVPD basis set).

Each line ends with the Löwdin charge.
Geometry (Å):
1 C -1.0921 -0.0154 2.7775  0.01
2 C -1.0951 -0.1344 1.4561  -0.16
3 C -0.1019 -1.0029 0.6139  -0.34
4 C 0.9578 -1.5792 1.1709  0.03
5 C -0.6249 -1.1864 -0.9000  -0.07
6 H -0.1974 -0.4550 3.2656  0.06
7 H -1.7174 0.4983 3.3947  0.02
8 H -2.0084 0.2257 0.9689  0.10
9 H 1.8687 -1.8948 0.6612  0.07
10 H 0.9593 -1.7750 2.2600  0.06
11 H -1.5792 -1.9009 -0.8464  0.12
12 H -0.8486 -0.2910 -1.5414  0.07
13 H 0.2427 -1.6618 -1.3939  0.06
14 O 0.3194 2.1428 -0.6806  -0.08
15 H 0.2223 1.2829 -0.1848  0.02
16 H -0.1076 2.7056 0.0113  0.06
17 O 1.4718 1.3812 -3.9238  -0.08
18 H 2.1843 2.0881 -4.0478  0.08
19 H 1.1464 1.5720 -3.0616  -0.03

Forces on the atoms, in the same order (eV/Å):
C 3.827 -1.743 -1.139
C -0.732 -1.647 -0.372
C -2.774 1.681 -0.921
C 0.303 -0.279 0.576
C 0.476 -0.769 1.023
H -0.729 0.343 0.085
H -1.989 1.348 1.186
H 0.540 0.017 -0.440
H -0.665 -0.465 -0.297
H 0.292 0.768 -0.600
H 2.217 1.541 -0.207
H -0.029 -0.539 1.162
H -0.790 -0.283 -0.103
O -0.899 -0.740 2.053
H 0.461 0.831 -1.034
H 0.543 -0.103 -1.086
O 2.039 1.351 -1.339
H -1.508 -1.557 0.169
H -0.581 0.244 1.283

Summary:
**Energy relative to the best compared isomer or geometry (same formula, charge and spin)**: 69.2 kcal per mole
**Strongest force on any atom**: 4.357 eV/A
**SMILES**: C=CC(=C)C.O.O
**Net charge**: 0
**HOMO**: -9.206 eV
**Orbital gap**: 9.6 eV